C36H72Cl16O10 | the ωB97M-V functional and the def2-TZVPD basis

Geometry as XYZ:
```
134
Properties=species:S:1:pos:R:3
O 2.40 -2.54 -1.96
C 3.10 -1.98 -2.81
O 4.29 -2.47 -3.30
C 4.83 -3.78 -2.96
C 5.35 -4.08 -1.56
C 2.69 -0.65 -3.49
H 5.57 -4.04 -3.72
H 3.96 -4.41 -3.14
H 4.58 -3.96 -0.80
H 6.23 -3.45 -1.40
H 5.63 -5.13 -1.46
H 1.62 -0.42 -3.50
H 3.07 -0.61 -4.51
H 3.21 0.12 -2.92
O 0.86 5.89 4.09
C 0.94 4.71 3.88
O 2.03 3.99 3.84
C 3.29 4.45 4.16
C 3.96 5.23 3.01
C -0.32 3.86 3.80
H 3.87 3.54 4.35
H 3.35 4.98 5.11
H 3.80 4.70 2.07
H 5.00 5.40 3.30
H 3.45 6.19 2.96
H -0.45 3.22 4.67
H -0.27 3.21 2.92
H -1.22 4.45 3.63
O 2.01 0.04 0.42
C 2.39 -0.66 1.39
O 1.87 -0.70 2.65
C 0.55 -0.19 2.99
C 0.74 0.59 4.32
C 3.64 -1.42 1.30
H -0.11 -1.06 3.06
H 0.16 0.45 2.19
H -0.22 0.70 4.83
H 1.15 1.59 4.12
H 1.42 0.03 4.96
H 4.49 -0.74 1.25
H 3.51 -1.95 0.36
H 3.81 -2.10 2.14
O -0.91 -0.71 -2.52
C -0.93 -0.70 -1.28
O -1.40 0.26 -0.51
C -1.88 1.48 -1.05
C -1.89 2.60 -0.06
C -0.39 -1.91 -0.44
H -2.86 1.38 -1.52
H -1.15 1.83 -1.78
H -0.97 2.59 0.53
H -2.54 2.38 0.78
H -2.16 3.57 -0.47
H 0.09 -2.60 -1.14
H -1.22 -2.36 0.10
H 0.32 -1.55 0.30
O 1.51 -7.21 -0.52
C 1.98 -6.40 0.27
O 2.41 -6.51 1.55
C 2.53 -7.85 2.12
C 1.14 -8.56 2.30
C 2.07 -4.98 -0.22
H 3.04 -7.82 3.08
H 3.14 -8.46 1.46
H 1.30 -9.41 2.97
H 0.69 -8.92 1.38
H 0.40 -8.02 2.89
H 1.12 -4.44 -0.14
H 2.30 -4.81 -1.27
H 2.78 -4.37 0.33
Cl -6.53 2.09 -2.62
C -5.26 1.61 -3.81
C -5.09 0.12 -3.91
Cl -4.56 -0.59 -2.38
H -4.33 2.06 -3.46
H -5.62 2.01 -4.75
H -4.49 -0.17 -4.76
H -6.03 -0.41 -4.06
Cl 1.36 -3.10 5.48
C 0.20 -4.30 5.06
C 0.49 -4.94 3.70
Cl -0.12 -3.91 2.34
H -0.77 -3.82 5.16
H 0.16 -5.00 5.89
H -0.12 -5.84 3.61
H 1.50 -5.27 3.48
Cl -1.53 9.70 2.89
C -2.49 8.30 2.34
C -1.61 7.16 1.71
Cl -2.69 5.73 1.44
H -3.20 8.61 1.57
H -3.01 7.93 3.22
H -0.86 6.88 2.44
H -1.11 7.37 0.76
Cl -3.24 -3.97 -6.50
C -2.65 -2.86 -5.23
C -3.08 -3.41 -3.86
Cl -2.15 -4.96 -3.62
H -3.00 -1.85 -5.44
H -1.56 -2.89 -5.34
H -4.13 -3.65 -3.68
H -2.71 -2.74 -3.08
Cl -2.24 1.26 -5.80
C -0.60 1.70 -5.43
C 0.34 1.35 -6.55
Cl 0.66 -0.38 -6.69
H -0.21 1.26 -4.51
H -0.58 2.76 -5.18
H 1.32 1.81 -6.39
H -0.09 1.72 -7.48
Cl -4.46 -4.13 3.62
C -3.57 -2.69 4.16
C -3.72 -1.70 3.04
Cl -2.74 -0.29 3.42
H -2.55 -3.05 4.30
H -4.03 -2.35 5.09
H -4.75 -1.38 2.86
H -3.40 -2.05 2.06
Cl -2.70 4.24 -3.47
C -3.11 5.78 -2.66
C -4.46 5.52 -1.97
Cl -4.85 7.04 -1.17
H -3.25 6.56 -3.42
H -2.27 6.12 -2.06
H -4.49 4.71 -1.23
H -5.19 5.27 -2.74
Cl 4.40 2.14 -0.59
C 3.11 3.14 0.06
C 1.95 3.17 -0.95
Cl 0.82 4.53 -0.62
H 3.56 4.13 0.12
H 2.81 2.85 1.07
H 1.42 2.22 -0.95
H 2.34 3.35 -1.95
```

Properties
HOMO level, eV: -10.07

C36H72O14 | the ωB97M-V functional and the def2-TZVPD basis

Geometry as XYZ:
```
122
Properties=species:S:1:pos:R:3
O 46.43 46.33 25.62
C 46.14 46.72 24.51
O 46.36 47.96 24.12
C 47.07 48.78 24.98
C 48.48 49.07 24.46
C 45.48 45.89 23.40
H 47.31 48.57 25.92
H 46.67 49.81 25.17
H 49.02 48.17 24.33
H 48.90 49.84 25.05
H 48.31 49.53 23.40
H 44.63 45.39 23.69
H 46.20 45.12 23.13
H 45.34 46.51 22.49
O 51.38 48.77 18.75
C 51.38 47.67 19.20
O 50.45 47.17 20.08
C 49.28 47.94 20.45
C 48.18 47.21 21.21
C 52.56 46.76 19.12
H 48.91 48.24 19.32
H 49.66 48.73 20.99
H 48.32 46.77 22.09
H 47.76 46.32 20.79
H 47.30 47.91 21.25
H 53.50 47.26 18.66
H 52.20 45.94 18.37
H 52.92 46.62 20.19
O 49.80 53.53 21.20
C 49.68 52.37 20.93
O 48.56 51.64 20.88
C 47.30 52.13 21.36
C 46.31 51.05 21.55
C 50.98 51.55 20.52
H 46.95 52.83 20.67
H 47.64 53.09 22.15
H 45.37 51.15 21.81
H 46.65 50.59 22.40
H 46.28 50.44 20.74
H 50.87 50.63 20.77
H 51.75 51.94 21.00
H 50.84 51.61 19.46
C 42.06 48.15 19.91
C 42.57 49.11 20.93
O 42.10 50.41 20.98
C 43.60 48.67 21.86
H 42.59 47.73 19.24
H 41.40 48.58 19.12
H 41.55 47.03 20.18
H 43.76 49.61 22.60
H 44.33 48.08 21.40
H 43.56 47.78 22.37
C 39.45 51.88 18.43
C 39.16 53.28 18.86
O 38.00 53.70 19.04
C 40.46 54.22 19.14
H 38.59 51.48 18.27
H 40.16 51.28 19.04
H 40.16 51.98 17.46
H 40.85 54.54 18.12
H 41.18 53.63 19.76
H 39.89 55.02 19.89
C 44.53 44.97 19.82
C 45.15 43.73 20.35
O 46.29 43.75 20.99
C 44.51 42.40 20.06
H 43.78 45.17 20.51
H 44.05 45.15 19.05
H 45.37 45.88 19.82
H 43.58 42.14 20.63
H 45.10 41.51 20.25
H 44.18 42.21 19.06
C 37.68 47.95 18.57
C 38.19 47.06 19.70
O 39.08 47.58 20.50
C 37.64 45.72 19.90
H 36.71 47.38 18.27
H 38.34 48.16 17.79
H 37.52 48.86 19.04
H 38.20 45.05 19.21
H 36.67 45.86 19.61
H 37.66 45.45 20.99
C 39.27 52.34 22.94
C 39.94 51.53 24.01
O 40.38 51.88 25.20
C 39.93 50.00 23.79
H 38.44 51.92 22.64
H 40.09 52.33 22.28
H 38.98 53.34 23.36
H 40.51 49.38 24.42
H 40.17 49.75 22.67
H 38.88 49.59 23.95
C 39.73 46.42 23.63
C 40.68 45.34 23.71
O 41.96 45.51 23.20
C 40.26 43.96 24.16
H 38.69 46.10 23.42
H 40.28 47.25 23.00
H 39.69 46.93 24.53
H 41.13 43.32 23.86
H 39.22 43.80 23.78
H 40.08 43.74 25.27
C 44.52 49.99 18.14
C 45.30 48.72 17.81
O 45.91 48.14 18.65
C 45.44 48.58 16.32
H 43.46 49.91 18.32
H 44.83 50.73 17.39
H 44.80 50.54 19.08
H 45.60 49.56 15.94
H 44.42 48.36 15.89
H 46.16 47.85 16.24
C 44.49 48.98 28.39
C 44.76 49.93 27.18
O 45.77 50.79 27.13
C 43.55 50.18 26.36
H 43.93 49.28 29.09
H 45.55 48.81 28.58
H 44.17 48.03 28.21
H 43.01 51.09 26.60
H 42.62 49.29 26.52
H 43.82 50.23 25.32
```

Properties
Energy above the lowest of the compared OMol25 structures with the same formula, charge and spin, kcal per mole: 404.1
Structure (SMILES): CCOC(C)=O.CCOC(C)=O.CCOC(C)=O.CC(C)=O.CC(C)=O.CC(C)=O.CC(C)=O.CC(C)=O.CC(C)=O.CC(C)=O.CC(C)=O
HOMO level, eV: -9.50

C36H72O18 | the ωB97M-V functional and the def2-TZVPD basis

Geometry as XYZ:
```
126
Properties=species:S:1:pos:R:3
O 3.06 -2.83 1.59
C 4.01 -2.10 1.69
O 3.95 -0.76 1.72
C 2.68 -0.17 1.52
C 2.97 1.37 1.39
C 5.24 -2.65 2.18
H 2.06 -0.32 2.40
H 2.08 -0.49 0.67
H 3.72 1.70 2.11
H 2.06 1.93 1.60
H 3.32 1.79 0.45
H 5.42 -2.12 3.12
H 6.03 -2.34 1.49
H 5.09 -3.73 2.20
O -1.20 1.23 -5.36
C -0.87 1.08 -6.49
O -1.55 1.37 -7.54
C -2.77 2.07 -7.43
C -2.50 3.59 -7.06
C 0.50 0.58 -6.82
H -3.51 1.58 -6.80
H -3.12 2.10 -8.46
H -3.52 3.97 -7.01
H -1.89 4.03 -7.85
H -1.96 3.64 -6.12
H 1.14 1.40 -7.13
H 0.46 0.01 -7.74
H 0.93 0.04 -5.98
O -1.13 5.07 -1.08
C -1.98 4.44 -0.47
O -3.01 3.66 -0.96
C -3.19 3.64 -2.41
C -4.51 2.97 -2.83
C -2.02 4.58 1.09
H -2.32 3.06 -2.71
H -3.04 4.61 -2.89
H -5.41 3.50 -2.51
H -4.71 1.98 -2.40
H -4.48 2.80 -3.90
H -1.15 5.08 1.52
H -2.29 3.68 1.66
H -2.88 5.23 1.22
O -1.26 0.67 -1.39
C -0.43 -0.25 -1.32
O -0.53 -1.22 -0.41
C -1.51 -1.22 0.56
C -1.00 -2.03 1.73
C 0.66 -0.34 -2.25
H -2.28 -1.84 0.10
H -1.92 -0.29 0.97
H -0.51 -2.99 1.56
H -1.75 -2.42 2.42
H -0.25 -1.45 2.28
H 1.10 -1.33 -2.16
H 1.36 0.40 -1.86
H 0.38 -0.18 -3.30
O -7.26 -1.60 -0.29
C -6.31 -1.39 0.50
O -6.25 -1.57 1.77
C -7.36 -2.20 2.51
C -8.02 -1.22 3.48
C -4.99 -0.87 -0.07
H -6.95 -3.11 2.95
H -8.08 -2.60 1.79
H -8.21 -0.34 2.87
H -7.36 -0.81 4.24
H -8.98 -1.57 3.87
H -4.27 -1.64 -0.33
H -4.52 -0.18 0.63
H -5.08 -0.21 -0.93
O 3.53 2.21 -6.06
C 4.27 2.40 -5.16
O 3.90 2.55 -3.70
C 2.49 2.54 -3.36
C 2.56 3.24 -1.98
C 5.70 2.77 -5.46
H 2.28 1.48 -3.42
H 1.91 3.14 -4.07
H 1.54 3.18 -1.60
H 2.78 4.31 -2.03
H 3.24 2.70 -1.31
H 6.29 2.88 -4.55
H 5.60 3.66 -6.08
H 6.21 2.07 -6.13
O -2.10 -0.76 5.36
C -3.22 -1.16 5.74
O -4.02 -0.66 6.78
C -3.72 0.43 7.56
C -4.90 0.44 8.64
C -4.00 -2.35 5.15
H -3.76 1.35 6.97
H -2.76 0.18 8.00
H -4.61 1.10 9.46
H -4.84 -0.53 9.13
H -5.81 0.68 8.09
H -4.54 -2.89 5.93
H -3.30 -3.12 4.83
H -4.75 -2.05 4.42
O 3.29 -0.56 5.84
C 2.34 -1.31 5.70
O 2.26 -2.58 6.02
C 3.31 -3.35 6.64
C 4.46 -3.64 5.66
C 0.98 -0.85 5.11
H 3.02 -4.31 7.07
H 3.78 -2.75 7.42
H 4.28 -4.49 4.99
H 5.29 -3.88 6.33
H 4.91 -2.84 5.07
H 0.27 -1.56 4.70
H 1.10 0.01 4.45
H 0.27 -0.37 5.79
O 5.39 -1.10 -5.20
C 6.11 -1.78 -4.56
O 5.74 -2.82 -3.74
C 4.40 -3.32 -3.71
C 3.93 -3.10 -2.26
C 7.57 -1.43 -4.52
H 4.43 -4.38 -3.95
H 3.66 -2.83 -4.34
H 4.38 -3.90 -1.67
H 2.84 -3.12 -2.18
H 4.18 -2.17 -1.76
H 7.63 -0.38 -4.82
H 8.05 -2.08 -5.26
H 7.98 -1.30 -3.52
```

Properties
Energy above the lowest of the compared OMol25 structures with the same formula, charge and spin, kcal per mole: 116.3
Structure (SMILES): CCOC(C)=O.CCOC(C)=O.CCOC(C)=O.CCOC(C)=O.CCOC(C)=O.CCOC(C)=O.CCOC(C)=O.CCOC(C)=O.CCOC(C)=O
HOMO level, eV: -9.91

> Which formula does entry 2 have?

C36H72O14